[1]
{"formula": "C57H70F2N3", "method": "the ωB97M-V functional and the def2-TZVPD basis", "largest_force_ev_per_a": 2.49, "charge": 1, "e_lumo_ev": -5.88, "homo_lumo_gap_ev": 2.07, "species": ["C", "C", "C", "C", "C", "C", "C", "C", "C", "C", "C", "N", "C", "C", "C", "C", "C", "C", "C", "C", "C", "C", "C", "C", "N", "N", "C", "C", "C", "C", "C", "C", "C", "C", "C", "C", "C", "C", "C", "C", "C", "C", "C", "C", "C", "H", "H", "H", "H", "H", "H", "H", "H", "H", "H", "H", "H", "H", "H", "H", "H", "H", "H", "H", "H", "H", "H", "H", "H", "H", "H", "H", "H", "H", "H", "H", "H", "H", "H", "H", "H", "H", "H", "H", "H", "H", "H", "H", "H", "H", "H", "H", "H", "H", "H", "H", "H", "H", "H", "H", "H", "H", "H", "H", "F", "C", "C", "C", "C", "C", "C", "C", "C", "C", "C", "C", "F", "C", "C", "C", "C", "H", "H", "H", "H", "H", "H", "H", "H", "H", "H", "H"], "xyz": [[1.48527, -3.59149, -4.25421], [2.69453, -2.88311, -3.62821], [3.87192, -3.84312, -3.41821], [2.26362, -2.20537, -2.33961], [2.28218, -2.87904, -1.11261], [1.72796, -2.31249, 0.02756], [1.54810, -3.12079, 1.30599], [2.35046, -4.42276, 1.35342], [0.07855, -3.34522, 1.64410], [1.26738, -0.95919, -0.02253], [0.81088, -0.27566, 1.18920], [1.63598, 0.04771, 2.26247], [2.98509, -0.42168, 2.52062], [3.21517, -1.23263, 3.64899], [2.11954, -1.59434, 4.65525], [2.21961, -0.67679, 5.87114], [2.16494, -3.07240, 5.04303], [4.51095, -1.71498, 3.87212], [5.53722, -1.44228, 2.96966], [5.30375, -0.62371, 1.86538], [4.04804, -0.05175, 1.65880], [3.86824, 1.07056, 0.64237], [5.06362, 1.21554, -0.30495], [3.57540, 2.38726, 1.35948], [0.95755, 0.72621, 3.21812], [-0.28584, 0.92714, 2.69585], [-1.25470, 1.57700, 3.56118], [-2.04673, 0.78017, 4.40343], [-1.80730, -0.72718, 4.48657], [-2.74408, -1.45493, 3.53304], [-1.89796, -1.22761, 5.92978], [-3.05512, 1.37501, 5.16341], [-3.19035, 2.76052, 5.19947], [-2.28121, 3.54908, 4.49698], [-1.29859, 2.97578, 3.69304], [-0.25099, 3.88497, 3.04271], [-0.11094, 3.64859, 1.54037], [1.09096, 3.77092, 3.76820], [-0.44581, 0.23756, 1.45688], [-1.53720, 0.12299, 0.57568], [1.23916, -0.27146, -1.27911], [0.72913, 1.16327, -1.44870], [-0.55515, 1.23539, -2.28139], [1.76606, 2.11149, -2.06274], [1.72726, -0.92457, -2.40505], [0.65159, -2.88968, -4.37557], [1.71895, -4.01366, -5.23710], [1.14603, -4.40430, -3.59877], [3.01587, -2.08871, -4.31653], [4.67367, -3.34298, -2.86051], [3.55242, -4.73017, -2.85715], [4.28234, -4.17283, -4.37963], [2.70425, -3.88128, -1.05246], [1.95888, -2.47859, 2.09823], [3.42079, -4.23196, 1.18732], [2.23935, -4.88669, 2.34199], [1.98521, -5.13222, 0.59849], [-0.46635, -2.39359, 1.66440], [-0.39071, -3.98483, 0.88206], [-0.02158, -3.82283, 2.62751], [1.14932, -1.40355, 4.17719], [2.05084, 0.36032, 5.55398], [1.47271, -0.94229, 6.62945], [3.22351, -0.75368, 6.31496], [2.15404, -3.71096, 4.14799], [3.07670, -3.29378, 5.61743], [1.29348, -3.33259, 5.66072], [4.71279, -2.30993, 4.76623], [6.53261, -1.84848, 3.13655], [6.12214, -0.37999, 1.18413], [2.98940, 0.80232, 0.03727], [5.29706, 0.26159, -0.79782], [4.85659, 1.95606, -1.08706], [5.95002, 1.55474, 0.25100], [2.74787, 2.27050, 2.06864], [4.46054, 2.69539, 1.93714], [3.31421, 3.18554, 0.65140], [-0.77157, -0.88713, 4.14940], [-2.63745, -1.05347, 2.51524], [-2.52264, -2.52806, 3.50554], [-3.78765, -1.31681, 3.84905], [-1.26366, -0.61339, 6.58365], [-2.93019, -1.17164, 6.30136], [-1.55581, -2.26651, 6.00596], [-3.73524, 0.74518, 5.74661], [-3.98853, 3.22248, 5.78406], [-2.33996, 4.64251, 4.57103], [-0.61915, 4.91067, 3.18595], [-1.09192, 3.58416, 1.05234], [0.46382, 4.45774, 1.07299], [0.42285, 2.70684, 1.36369], [0.99602, 4.08133, 4.81563], [1.42521, 2.72682, 3.77697], [1.85497, 4.38617, 3.28022], [-2.45743, 0.64505, 0.78972], [-1.44167, -0.65969, -0.16939], [0.49359, 1.53279, -0.44532], [-1.35159, 0.63804, -1.82929], [-0.90737, 2.27476, -2.34415], [-0.37179, 0.86849, -3.30148], [2.71579, 2.09637, -1.51422], [1.97073, 1.85018, -3.11030], [1.37770, 3.13854, -2.03123], [1.70438, -0.40970, -3.36983], [-4.40943, 4.74738, -8.57492], [-3.48236, 4.42554, -7.61119], [-2.33431, 5.21605, -7.52654], [-1.37028, 4.84792, -6.57661], [-1.54173, 3.71936, -5.78436], [-2.71085, 2.91947, -5.87433], [-2.83900, 1.78557, -5.00377], [-4.05046, 1.15493, -4.74155], [-4.25183, -0.03366, -4.01873], [-5.36771, -0.87582, -4.43424], [-6.62928, -0.24863, -4.64271], [-7.70521, -0.98230, -5.12056], [-8.90500, -0.33404, -5.32886], [-7.63094, -2.34846, -5.37650], [-6.38021, -2.97188, -5.22075], [-5.26893, -2.26245, -4.76361], [-3.71120, 3.30600, -6.81816], [-2.18481, 6.05880, -8.19475], [-0.46756, 5.44554, -6.46421], [-0.79901, 3.43788, -5.03359], [-1.92024, 1.37867, -4.57530], [-4.92643, 1.59997, -5.21918], [-3.51996, -0.39253, -3.27461], [-6.73346, 0.81348, -4.43244], [-8.52871, -2.90629, -5.63040], [-6.29776, -4.03356, -5.45772], [-4.29898, -2.75642, -4.67675], [-4.63690, 2.73825, -6.92631]], "atomic_forces_ev_per_a": [[-0.1, 0.0, 0.0], [0.2, 0.0, 0.1], [0.0, 0.1, -0.1], [-0.1, -0.2, 0.0], [-0.2, 0.1, -0.3], [-0.3, 0.7, 0.0], [0.7, 0.5, 0.5], [0.0, 0.1, -0.1], [-0.3, 0.0, -0.3], [0.2, -0.5, -1.2], [2.2, 0.0, 1.1], [-2.3, 0.4, 0.6], [0.8, 0.1, 0.3], [-0.2, 0.0, 0.1], [-0.1, 0.0, -0.4], [0.1, 0.2, 0.0], [0.1, -0.1, 0.0], [0.1, 0.2, -0.3], [-0.2, 0.0, 0.1], [-0.1, 0.0, 0.2], [-0.3, 0.3, 0.2], [-0.3, -0.4, -0.4], [0.0, -0.1, 0.1], [0.1, 0.1, 0.3], [0.9, -0.7, -1.7], [0.7, -1.1, -0.4], [-0.1, 0.1, 0.6], [0.0, -0.5, -0.3], [0.3, 0.4, -0.1], [-0.2, -0.1, -0.2], [0.0, 0.1, 0.1], [-0.1, 0.2, 0.1], [0.1, -0.2, -0.2], [-0.2, 0.1, 0.1], [0.5, 0.1, -0.6], [-0.5, 0.2, 0.1], [0.1, -0.1, -0.2], [0.1, -0.2, 0.2], [-2.0, 1.0, -0.3], [0.9, 0.3, 1.7], [0.0, -0.2, 0.5], [0.1, 0.0, 0.4], [-0.1, -0.1, -0.1], [0.2, 0.0, 0.0], [0.0, -0.1, 0.1], [0.1, -0.1, 0.0], [0.1, 0.0, 0.1], [0.0, 0.1, -0.1], [0.0, -0.1, 0.1], [-0.1, -0.2, -0.1], [0.1, 0.1, -0.1], [-0.1, 0.0, 0.2], [-0.2, 0.3, -0.1], [-0.2, -0.4, -0.1], [-0.3, -0.1, 0.0], [0.0, 0.0, -0.3], [0.1, 0.0, 0.2], [0.0, -0.3, 0.0], [0.0, 0.1, 0.2], [0.0, 0.0, -0.2], [0.3, -0.1, 0.1], [0.1, -0.2, 0.2], [0.1, 0.0, -0.1], [-0.3, 0.0, 0.0], [0.0, 0.1, 0.3], [-0.3, -0.1, -0.1], [0.3, 0.1, -0.1], [-0.1, 0.2, -0.4], [-0.2, 0.1, 0.0], [-0.3, -0.1, 0.3], [0.3, 0.1, 0.2], [0.0, 0.2, 0.1], [0.0, -0.1, 0.2], [-0.2, -0.1, -0.2], [0.2, 0.1, -0.2], [-0.2, 0.0, -0.2], [0.1, -0.2, 0.1], [-0.3, -0.1, 0.1], [-0.1, -0.2, 0.3], [-0.1, 0.1, 0.0], [0.2, -0.1, 0.0], [-0.2, -0.2, -0.1], [0.3, -0.1, 0.0], [-0.1, 0.1, -0.1], [0.3, 0.3, -0.2], [0.3, -0.1, -0.2], [0.1, -0.5, 0.0], [0.0, -0.2, -0.1], [0.2, 0.0, 0.1], [-0.1, -0.1, 0.1], [-0.1, 0.3, -0.2], [0.0, 0.1, -0.2], [0.0, 0.4, 0.0], [-0.1, 0.0, 0.1], [-0.2, -0.2, -0.1], [-0.2, 0.3, 0.0], [0.0, 0.0, -0.2], [0.1, 0.1, -0.1], [0.1, -0.2, 0.0], [0.1, 0.0, 0.1], [-0.3, 0.0, -0.2], [0.0, 0.1, 0.2], [0.1, -0.2, -0.1], [0.0, -0.2, 0.2], [0.9, -0.3, 1.1], [-0.7, -0.1, -0.7], [0.1, -0.7, 0.5], [-0.1, 0.1, -0.1], [-0.2, -0.4, 0.2], [0.0, 0.8, -0.7], [-0.4, -0.2, 0.5], [-0.2, 0.1, 0.5], [0.7, 0.1, -1.2], [-1.5, -0.4, -0.1], [0.4, -0.1, -0.3], [-0.8, 0.5, 0.0], [1.4, -0.7, 0.3], [0.6, 0.2, 0.4], [-0.3, 0.3, 0.0], [0.3, 0.6, 0.6], [0.3, 0.2, 0.3], [-0.1, -0.1, 0.1], [-0.2, -0.1, -0.1], [-0.1, 0.2, -0.3], [-0.2, 0.2, 0.1], [0.2, -0.4, -0.1], [-0.1, 0.0, -0.7], [-0.2, -0.3, 0.0], [0.2, 0.1, -0.2], [0.1, 0.3, 0.1], [-0.3, 0.1, 0.0], [0.3, 0.2, -0.2]]}

[2]
{"formula": "C4H5NO", "method": "the ωB97M-V functional and the def2-TZVPD basis", "de_lowest_kcal_mol": 100.3, "largest_force_ev_per_a": 3.72, "charge": 0, "e_lumo_ev": 0.89, "smiles": "O=C1CN2C[C@@H]12", "homo_lumo_gap_ev": 10.78, "species": ["O", "C", "C", "N", "C", "C", "H", "H", "H", "H", "H"], "xyz": [[-1.45478, 0.91885, 1.51729], [-0.81731, 0.58856, 0.52847], [-0.99551, -0.46650, -0.52273], [0.32460, -0.95915, 0.00101], [1.33726, -0.03765, -0.46420], [0.59771, 0.45440, 0.74958], [-1.82211, -1.14289, -0.30956], [-0.97778, -0.15383, -1.57162], [1.18409, 0.44302, -1.44078], [2.34233, -0.44075, -0.34815], [0.28151, 0.79593, 1.86069]], "atomic_forces_ev_per_a": [[-1.5, 0.2, -1.1], [-1.1, 0.4, 0.3], [-0.2, 0.0, -0.1], [0.1, -0.1, 0.3], [0.1, 0.3, 0.3], [-0.8, 0.2, 0.4], [0.1, 0.0, -0.1], [0.1, -0.1, 0.2], [0.0, 0.0, 0.5], [-0.2, 0.2, 0.2], [3.4, -1.1, -1.0]]}

[3]
{"formula": "C17H16ClN4O9S2V", "method": "the ωB97M-V functional and the def2-TZVPD basis", "s_squared": 0.77, "largest_force_ev_per_a": 1.13, "charge": -1, "multiplicity": 2, "e_lumo_ev": [2.58, 2.58], "homo_lumo_gap_ev": [6.94, 6.33], "species": ["V", "N", "C", "C", "C", "C", "C", "C", "S", "O", "O", "N", "C", "N", "C", "C", "C", "N", "H", "H", "H", "H", "H", "H", "H", "H", "H", "C", "C", "C", "C", "C", "C", "C", "S", "O", "O", "O", "H", "H", "H", "H", "H", "H", "H", "O", "Cl", "O", "O", "O"], "xyz": [[-0.31940, 0.68742, 0.55043], [5.96857, 2.15072, -3.44204], [5.09224, 1.26940, -2.79799], [3.71348, 1.36946, -3.00341], [2.84226, 0.53274, -2.33237], [3.33461, -0.41018, -1.43830], [4.69689, -0.51304, -1.22161], [5.57428, 0.31779, -1.90200], [2.19473, -1.38858, -0.49927], [2.95201, -2.39038, 0.19820], [1.14892, -1.78702, -1.40094], [1.57289, -0.26094, 0.47662], [1.74574, -0.19131, 1.81582], [2.68620, -0.79157, 2.54782], [2.65752, -0.53158, 3.84652], [1.72326, 0.29998, 4.45178], [0.78177, 0.87205, 3.61558], [0.79783, 0.64715, 2.31227], [5.60509, 2.53636, -4.29937], [6.90095, 1.78954, -3.56783], [3.32235, 2.11579, -3.68496], [1.77458, 0.62627, -2.48711], [5.06609, -1.24437, -0.51447], [6.64158, 0.23361, -1.73035], [3.43418, -0.99988, 4.44459], [1.73252, 0.49385, 5.51357], [0.00876, 1.54360, 3.97271], [5.25860, 3.07969, 3.53250], [4.00442, 3.22794, 2.71736], [3.91496, 2.68450, 1.44104], [2.75052, 2.79680, 0.69289], [1.65576, 3.45052, 1.22931], [1.73192, 4.02240, 2.49118], [2.89985, 3.91054, 3.22544], [0.10910, 3.47135, 0.34777], [-0.05946, 4.77380, -0.22965], [-0.88104, 2.98726, 1.32004], [0.24715, 2.37315, -0.65052], [5.90164, 2.30441, 3.11632], [5.02898, 2.80739, 4.56411], [5.83049, 4.01026, 3.55866], [4.75536, 2.13666, 1.02935], [2.68079, 2.33017, -0.28001], [0.86564, 4.51722, 2.91196], [2.94611, 4.33792, 4.22131], [-1.82826, -0.19051, -0.94001], [-2.41730, -0.62923, 0.33611], [-2.81277, 0.56684, 1.04758], [-3.45641, -1.56661, 0.16740], [-1.27796, -1.18765, 1.12209]], "atomic_forces_ev_per_a": [[-0.6, 0.9, 0.4], [0.0, 0.0, 0.0], [0.0, 0.0, 0.0], [0.0, 0.0, 0.0], [0.0, 0.1, 0.0], [0.0, 0.0, 0.0], [0.1, 0.0, 0.0], [0.0, 0.0, 0.0], [0.2, 0.1, -0.3], [-0.1, 0.0, -0.1], [0.0, 0.0, 0.0], [-0.2, -0.4, 0.1], [0.4, 0.1, 0.0], [0.0, 0.0, 0.0], [0.0, 0.1, 0.0], [0.0, 0.0, 0.0], [0.0, 0.2, 0.0], [0.0, -0.3, 0.2], [0.0, 0.0, 0.0], [0.0, 0.0, 0.0], [0.0, 0.0, 0.0], [0.0, 0.0, 0.0], [0.0, 0.0, 0.0], [0.0, 0.0, 0.0], [0.0, 0.0, 0.0], [0.0, 0.0, 0.0], [0.0, 0.0, 0.0], [0.1, 0.0, 0.0], [0.0, 0.0, -0.1], [0.0, 0.0, 0.0], [0.1, 0.0, 0.0], [0.0, 0.1, -0.1], [0.0, 0.0, 0.1], [0.0, 0.0, 0.0], [0.3, -0.7, -0.3], [-0.2, 0.0, 0.2], [0.0, 0.1, 0.0], [0.2, 0.1, -0.2], [0.0, 0.0, 0.0], [0.0, 0.0, 0.0], [0.0, 0.0, 0.0], [0.0, 0.0, 0.0], [0.0, 0.0, 0.0], [0.0, 0.0, 0.0], [0.0, 0.0, 0.0], [-0.2, -0.3, 0.1], [1.0, 0.4, 0.0], [-0.2, -0.1, 0.0], [-0.2, -0.2, 0.0], [-0.4, -0.1, -0.3]]}

[4]
{"formula": "C4H7N", "method": "the ωB97M-V functional and the def2-TZVPD basis", "de_lowest_kcal_mol": 55.2, "largest_force_ev_per_a": 3.40, "charge": 0, "e_lumo_ev": 0.89, "smiles": "[H]/N=C1/C[C@@H]1C", "homo_lumo_gap_ev": 9.73, "species": ["H", "N", "C", "C", "C", "C", "H", "H", "H", "H", "H", "H"], "xyz": [[-2.51132, -1.46138, 0.43014], [-2.51430, -0.58334, -0.05380], [-1.43560, 0.02760, -0.05159], [-0.76964, 1.27280, -0.11004], [0.01661, 0.08050, 0.49055], [1.15047, -0.59336, -0.15702], [-0.56386, 1.62248, -1.17330], [-1.10825, 2.08552, 0.63996], [0.05550, 0.38604, 1.52680], [1.00457, -0.64489, -1.23112], [1.08776, -1.72341, 0.01884], [2.14870, -0.12040, 0.01759]], "atomic_forces_ev_per_a": [[0.4, -0.8, -0.1], [-1.3, 0.6, -0.5], [1.5, -1.0, 2.4], [0.0, 2.8, -1.9], [-2.1, 1.3, 0.1], [0.7, -1.8, -0.7], [0.1, -0.1, 1.5], [0.6, -1.3, -1.5], [0.3, -1.0, 0.4], [-0.1, 0.6, -0.4], [0.7, 1.5, 0.5], [-0.8, -0.7, 0.1]]}

Which formula does entry 1 have? C57H70F2N3

Number 3 is which compound? C17H16ClN4O9S2V